Density functional theory data (ωB97M-V with the def2-TZVPD basis set) for a cluster of 2 separate species, C5H12N2 in total.

The geometry in XYZ format:
```
19
Properties=species:S:1:pos:R:3:forces:R:3
N 2.618 0.256 0.686 0.73 0.23 -1.63
N -3.728 -0.147 0.834 2.09 -1.33 0.77
C -1.016 -0.337 -0.159 -1.30 0.51 1.10
C 0.433 -0.154 -0.470 0.26 -0.24 -0.52
C 3.549 -0.143 -0.321 -0.25 -0.91 0.71
C -2.044 0.445 -0.976 2.70 0.34 -1.21
C 1.331 0.080 0.584 -1.37 0.24 1.45
H 0.819 0.306 1.537 0.16 -0.28 -0.34
H 3.998 0.760 -0.770 0.01 0.03 0.28
H 4.385 -0.630 0.244 -0.30 0.40 -0.40
H -4.121 0.549 1.482 -0.17 1.12 -1.02
H -1.344 -1.395 -0.138 0.75 0.06 -0.28
H -3.083 0.298 -0.311 -2.14 -0.28 1.63
H -1.169 -0.002 0.877 0.13 -0.19 0.02
H 0.705 -0.132 -1.526 0.34 -0.04 0.14
H 3.151 -0.845 -1.059 0.08 0.25 -0.09
H -4.462 -0.844 0.643 -0.28 0.42 -1.20
H -2.258 0.047 -1.970 -0.76 -0.16 0.25
H -1.840 1.525 -1.020 -0.67 -0.18 0.36
```
Positions in Å, forces in eV/Å.

Computed properties:
HOMO-LUMO gap = 5.956 eV
E_tot = -306.2543 Ha
Highest occupied orbital energy = -18.92 eV
ΔE to the lowest compared entry with this formula, charge and spin = 831.2 kJ/mol
Charge = +2
Max |F| = 2.98 eV/A

***

Density functional theory data (ωB97M-V with the def2-TZVPD basis set) for the molecule C5H12N2O.

The geometry in XYZ format:
```
20
Properties=species:S:1:pos:R:3:forces:R:3
O 2.753 -0.015 0.575 0.01 0.04 0.14
N 0.787 0.585 -0.342 -0.07 -0.12 0.48
N -2.820 -0.375 0.078 0.18 0.13 0.33
C 0.999 1.921 0.217 0.02 -0.29 -0.14
C -0.579 0.205 -0.647 -0.21 -0.18 -0.08
C 1.545 -1.798 -0.421 -0.02 0.79 -0.38
C 1.727 -0.351 0.011 0.21 0.04 -0.30
C -1.439 -0.177 0.556 -0.33 0.08 -0.15
H -0.592 -0.627 -1.350 0.02 0.09 -0.06
H 1.877 -1.850 -1.463 0.10 -0.11 0.07
H -1.368 0.589 1.332 0.10 0.13 0.07
H 1.924 2.341 -0.161 0.10 0.02 -0.04
H -1.072 1.040 -1.149 0.12 0.02 -0.07
H -3.359 -0.850 0.793 -0.01 -0.03 -0.08
H 2.218 -2.373 0.202 -0.17 -0.29 0.01
H 0.513 -2.128 -0.421 -0.01 -0.29 0.31
H -3.257 0.535 -0.032 -0.04 -0.09 -0.12
H -1.097 -1.106 1.006 0.14 -0.13 -0.04
H 1.073 1.888 1.304 -0.05 0.06 0.06
H 0.168 2.547 -0.088 -0.09 0.13 0.02
```
Positions in Å, forces in eV/Å.

Computed properties:
HOMO-LUMO gap = 10.061 eV
E_tot = -382.4688 Ha
Structure (SMILES) = CC(=O)N(C)CCN
Highest occupied orbital energy = -9.19 eV
ΔE to the lowest compared entry with this formula, charge and spin = 88.5 kJ/mol
Charge = 0
Max |F| = 0.88 eV/A

***

Density functional theory data (ωB97M-V with the def2-TZVPD basis set) for the molecule C5H12N2O.

The geometry in XYZ format:
```
20
Properties=species:S:1:pos:R:3:forces:R:3
O 0.394 -1.995 0.068 -0.57 -0.39 -0.91
N 1.832 1.366 0.151 0.29 0.39 0.12
N 2.270 -0.570 1.393 -0.27 0.10 -0.34
C 0.547 -0.641 -0.278 1.98 -0.39 0.31
C 1.450 0.059 0.455 -0.26 -1.15 -0.99
C -2.254 -0.131 0.319 0.23 0.03 -0.10
C -0.208 -0.104 -1.442 -2.10 1.52 3.69
C -1.357 0.764 -0.506 0.67 0.05 -2.85
H 2.138 1.894 0.961 -0.22 0.03 -0.21
H -0.903 1.539 0.117 0.30 -0.29 -0.17
H -0.014 -2.440 -0.708 0.52 0.37 0.93
H -0.831 -0.831 -1.954 0.29 -0.20 -0.20
H 1.177 1.879 -0.413 -0.06 0.08 0.09
H -2.681 -0.917 -0.291 -0.19 -0.22 -0.15
H 0.404 0.491 -2.117 -0.26 0.16 -0.06
H -1.933 1.284 -1.274 -0.43 0.24 0.16
H -1.699 -0.599 1.123 0.09 -0.11 0.18
H 2.776 0.019 2.044 -0.40 -0.63 0.00
H -3.074 0.445 0.748 0.03 0.02 0.02
H 1.966 -1.512 1.603 0.38 0.40 0.47
```
Positions in Å, forces in eV/Å.

Computed properties:
HOMO-LUMO gap = 7.378 eV
E_tot = -382.4145 Ha
Structure (SMILES) = CCCC(O)=C(N)N
Highest occupied orbital energy = -6.43 eV
ΔE to the lowest compared entry with this formula, charge and spin = 231.0 kJ/mol
Charge = 0
Max |F| = 4.51 eV/A

***

Density functional theory data (ωB97M-V with the def2-TZVPD basis set) for the molecule C5H12N2O.

The geometry in XYZ format:
```
20
Properties=species:S:1:pos:R:3:forces:R:3
O -0.499 -2.564 -0.937 0.43 0.21 -0.51
N -1.654 -1.732 0.816 0.71 0.19 -1.25
N -0.010 0.512 0.649 -0.38 -0.01 -0.32
C 0.425 -0.005 -1.792 0.63 0.01 -0.17
C -0.517 -0.123 -0.590 0.26 -0.81 0.28
C 1.280 0.029 1.114 0.42 -0.41 -0.93
C -0.842 -1.591 -0.310 -1.14 -0.45 1.88
C -0.063 1.974 0.465 0.64 -0.56 1.06
H 0.010 0.099 -2.792 -0.60 0.37 0.21
H 1.093 -0.861 -1.947 -0.30 -0.15 0.64
H 1.623 0.731 1.865 0.38 -0.17 0.06
H -1.739 -2.671 1.175 -0.20 0.28 0.14
H 1.089 0.828 -1.583 0.05 0.26 -0.39
H 0.641 2.429 1.168 -0.08 0.03 -0.07
H -1.047 2.330 0.767 -0.14 0.14 -0.51
H -1.510 0.325 -0.661 0.08 0.22 -0.86
H 1.323 -0.998 1.498 -0.88 0.21 0.38
H 1.987 -0.089 0.278 0.33 0.71 0.13
H 0.252 2.277 -0.532 -0.31 0.26 -0.10
H -1.842 -0.900 1.350 0.12 -0.33 0.33
```
Positions in Å, forces in eV/Å.

Computed properties:
HOMO-LUMO gap = 9.734 eV
E_tot = -382.4527 Ha
Structure (SMILES) = C[C@@H](C(N)=O)N(C)C
Highest occupied orbital energy = -8.82 eV
ΔE to the lowest compared entry with this formula, charge and spin = 130.7 kJ/mol
Charge = 0
Max |F| = 2.25 eV/A

***

Density functional theory data (ωB97M-V with the def2-TZVPD basis set) for a cluster of 2 separate species, C5H12N2O in total.

The geometry in XYZ format:
```
20
Properties=species:S:1:pos:R:3:forces:R:3
O -0.300 0.340 2.116 -0.49 -0.49 -0.11
N -0.961 -1.364 -1.287 0.13 -0.25 1.13
N -0.932 -2.259 0.798 0.80 0.17 -0.66
C -1.208 -1.167 0.040 -1.32 -1.27 -0.62
C 0.043 0.398 0.775 3.79 4.46 -0.41
C -0.169 1.552 0.057 -1.16 -0.79 0.66
C 1.576 0.053 0.621 -1.62 -2.12 0.22
C 0.316 1.899 -1.310 0.04 0.11 0.24
H 1.802 -0.530 1.512 0.38 -0.12 -0.04
H 1.058 1.208 -1.687 0.22 -0.17 -0.05
H -0.514 1.910 -2.025 -0.01 0.06 -0.02
H -1.228 0.581 2.191 -0.17 0.04 -0.01
H -1.362 -0.702 -1.933 0.27 -0.19 0.00
H -0.156 -2.876 0.534 -0.42 -0.12 0.09
H -0.672 -2.283 -1.621 -0.15 0.37 -0.22
H -0.918 2.219 0.456 -0.47 0.25 -0.04
H 2.269 0.879 0.536 -0.31 0.34 0.08
H -1.079 -2.177 1.790 0.22 0.18 -0.03
H 1.682 -0.589 -0.249 0.33 -0.23 -0.15
H 0.753 2.909 -1.314 -0.08 -0.21 -0.06
```
Positions in Å, forces in eV/Å.

Computed properties:
HOMO-LUMO gap = 7.647 eV
E_tot = -382.3292 Ha
Highest occupied orbital energy = -6.65 eV
ΔE to the lowest compared entry with this formula, charge and spin = 455.0 kJ/mol
Charge = 0
Max |F| = 5.87 eV/A

***

Density functional theory data (ωB97M-V with the def2-TZVPD basis set) for the molecule C5H12N2O.

The geometry in XYZ format:
```
20
Properties=species:S:1:pos:R:3:forces:R:3
O -2.860 -1.632 -1.315 -0.16 -0.34 -0.52
N 1.085 0.607 -2.207 -1.05 0.28 0.79
N -1.293 -0.624 -0.035 0.71 -0.26 -1.44
C 0.419 -0.640 2.484 1.22 0.87 0.03
C 0.522 0.368 1.309 -0.37 0.00 0.56
C 0.301 1.154 -1.065 0.03 -1.82 -0.61
C -1.732 -1.219 -1.199 -0.45 0.80 1.34
C 0.048 -0.066 -0.056 0.53 0.95 -0.61
H -0.429 -0.469 3.133 -0.20 0.05 0.10
H 0.493 -1.694 2.283 -0.26 -0.39 -0.74
H 2.076 0.769 -2.207 -0.01 0.34 -0.28
H 1.580 0.681 1.218 -0.59 -0.05 -0.06
H 0.727 -0.815 -0.500 -0.37 0.01 0.53
H 1.347 -0.442 3.033 -0.41 -0.06 0.56
H -0.070 1.276 1.570 0.49 -0.41 0.01
H -1.983 -0.406 0.661 0.00 0.05 0.15
H 0.576 0.803 -3.050 0.78 0.13 -0.42
H -0.969 -1.200 -1.994 -0.03 -0.33 0.03
H -0.589 1.578 -1.520 -0.52 -0.23 0.35
H 0.753 1.971 -0.540 0.65 0.40 0.25
```
Positions in Å, forces in eV/Å.

Computed properties:
HOMO-LUMO gap = 9.959 eV
E_tot = -382.4446 Ha
Structure (SMILES) = CC[C@H](CN)NC=O
Highest occupied orbital energy = -9.07 eV
ΔE to the lowest compared entry with this formula, charge and spin = 152.2 kJ/mol
Charge = 0
Max |F| = 1.92 eV/A

***

Density functional theory data (ωB97M-V with the def2-TZVPD basis set) for the molecule C5H12N2O2.

The geometry in XYZ format:
```
21
Properties=species:S:1:pos:R:3:forces:R:3
O -2.033 -0.310 -0.043 2.84 -2.66 0.72
O 0.184 -0.665 -0.257 -3.69 -1.41 1.08
N -0.672 1.536 -0.063 -1.90 -0.94 2.46
N -2.075 1.985 0.139 -1.50 1.13 1.43
C -0.696 0.235 0.036 -4.96 1.94 -2.01
C 1.477 -0.498 -0.176 7.27 -0.28 -1.21
C 2.137 -0.118 1.351 -2.20 -4.35 -2.21
C -2.166 -1.817 -0.162 -2.20 1.18 -0.68
C 1.808 0.777 -1.221 1.15 -4.38 -0.66
H 3.251 -0.291 1.488 -1.84 -0.25 -0.04
H 1.279 -0.532 1.992 2.13 0.12 0.00
H 1.810 -1.638 -0.546 0.11 3.29 0.73
H -2.204 -2.093 -1.316 -0.23 0.60 2.55
H -2.315 2.925 0.587 2.25 -1.05 -1.18
H -3.175 -1.939 0.436 1.88 -0.22 -1.73
H 1.319 1.673 -0.780 1.11 -0.41 -0.88
H 2.863 0.613 -1.642 -0.76 1.42 1.70
H 1.395 0.367 -2.178 -0.93 0.98 0.76
H -2.665 1.415 0.814 1.55 0.07 -1.42
H 1.900 0.838 1.228 -0.25 4.51 0.54
H -1.422 -2.462 0.313 0.21 0.71 0.06
```
Positions in Å, forces in eV/Å.

Computed properties:
HOMO-LUMO gap = 9.053 eV
E_tot = -457.4841 Ha
Structure (SMILES) = CO/C(=N\N)OC(C)C
Highest occupied orbital energy = -8.22 eV
ΔE to the lowest compared entry with this formula, charge and spin = 695.2 kJ/mol
Charge = 0
Max |F| = 7.37 eV/A

***

Density functional theory data (ωB97M-V with the def2-TZVPD basis set) for a cluster of 2 separate species, C5H12N2O2 in total.

The geometry in XYZ format:
```
21
Properties=species:S:1:pos:R:3:forces:R:3
O 0.208 2.124 -1.730 -0.05 -0.30 -0.65
O -0.267 -1.232 1.065 0.20 0.00 -0.42
N 0.386 1.865 0.493 -0.90 -0.52 -0.70
N -1.042 -1.604 -1.049 0.87 1.10 0.64
C -0.042 -1.302 -0.305 -1.21 -1.56 0.34
C -1.838 1.665 -0.581 -0.24 -0.56 -0.34
C -0.357 1.805 -0.562 1.04 1.24 1.99
C 1.358 -1.280 -0.824 0.13 0.47 -0.07
C 0.804 -1.340 2.005 0.12 0.26 -0.06
H -2.300 2.654 -0.535 0.08 -0.06 -0.07
H 1.147 2.300 -1.555 -0.17 -0.03 0.07
H 1.529 -2.117 1.745 -0.12 0.08 -0.14
H -1.875 -1.627 -0.454 0.09 -0.20 -0.15
H 1.352 -0.925 -1.859 -0.08 -0.16 0.21
H -2.153 1.158 -1.496 -0.05 0.11 0.11
H 0.370 -1.606 2.973 -0.11 0.09 -0.29
H -0.185 1.673 1.322 0.25 -0.02 -0.30
H 1.993 -0.620 -0.233 -0.01 -0.06 -0.04
H 1.767 -2.293 -0.805 0.00 0.08 0.03
H -2.167 1.075 0.279 0.06 0.14 -0.13
H 1.312 -0.376 2.103 0.07 -0.09 -0.02
```
Positions in Å, forces in eV/Å.

Computed properties:
HOMO-LUMO gap = 10.550 eV
E_tot = -457.6862 Ha
Structure (SMILES) = [H]/N=C(/C)OC.[H]/N=C(\C)O
Highest occupied orbital energy = -9.72 eV
ΔE to the lowest compared entry with this formula, charge and spin = 164.7 kJ/mol
Charge = 0
Max |F| = 2.57 eV/A

***

Density functional theory data (ωB97M-V with the def2-TZVPD basis set) for the molecule C5H12N2O2S.

The geometry in XYZ format:
```
22
Properties=species:S:1:pos:R:3:forces:R:3
S 0.801 1.523 -0.075 -1.19 0.75 -0.07
O 0.470 1.058 1.298 -0.05 0.63 -1.18
O 2.193 1.658 -0.373 1.12 -0.12 -0.05
N 0.093 0.673 -1.199 1.94 -0.03 -0.83
N 0.212 -1.743 0.188 2.08 1.62 -0.25
C -0.896 -1.605 -0.712 -2.07 0.05 0.94
C -1.074 -0.008 -0.933 0.03 0.38 2.34
C 0.045 3.227 -0.283 -1.18 -3.19 1.19
C -0.104 -1.868 1.624 -0.71 -3.07 -1.44
C 1.377 -1.319 -0.208 -1.88 -0.51 1.01
H -1.783 0.161 -1.690 -1.11 -0.16 -1.14
H 0.808 -2.173 2.221 -1.23 1.13 -0.54
H -0.668 -2.826 1.388 -0.03 0.78 2.05
H -0.712 -2.281 -1.582 -0.35 1.09 0.38
H -0.981 2.896 -0.660 1.31 1.22 0.37
H -0.806 -1.050 1.899 1.04 -0.47 0.24
H 1.555 -0.911 -1.140 0.03 -0.11 -2.26
H -1.456 0.481 0.022 -0.47 -1.43 -0.62
H -1.883 -1.907 -0.152 1.96 0.14 -1.20
H 2.171 -1.277 0.464 1.02 0.10 1.39
H 0.625 3.899 -0.892 0.04 0.00 -0.12
H 0.015 3.390 0.794 -0.28 1.20 -0.22
```
Positions in Å, forces in eV/Å.

Computed properties:
HOMO-LUMO gap = 8.173 eV
E_tot = -855.7474 Ha
Highest occupied orbital energy = -8.35 eV
ΔE to the lowest compared entry with this formula, charge and spin = 336.3 kJ/mol
Charge = 0
Max |F| = 3.60 eV/A

***

Density functional theory data (ωB97M-V with the def2-TZVPD basis set) for the molecule C5H12N2O2S.

The geometry in XYZ format:
```
22
Properties=species:S:1:pos:R:3:forces:R:3
S -2.925 0.017 0.154 0.68 2.61 -1.01
O -3.002 -1.414 0.197 -0.37 -2.04 0.16
O -2.667 0.559 -1.228 -0.24 -0.74 1.47
N 1.068 -1.745 0.039 2.49 1.04 -2.82
N -0.156 1.150 0.608 1.50 1.25 -1.00
C -1.009 0.193 0.941 -0.36 -2.82 -0.18
C -0.469 2.088 -0.531 1.71 2.07 2.36
C -0.300 -1.531 -0.412 -2.22 0.17 2.82
C 1.730 -0.372 -0.357 1.77 0.44 5.27
C 1.209 0.725 0.745 0.71 1.37 -2.35
H -1.256 2.707 -0.029 0.47 -0.22 -1.36
H 1.062 -1.963 1.035 0.18 0.45 -0.04
H -0.693 -0.230 1.975 -0.82 0.09 -1.59
H 1.828 1.681 0.622 -0.32 -1.60 0.30
H 1.490 -0.168 -1.353 -0.33 0.16 -1.38
H -0.518 -1.183 -1.408 0.50 -0.26 -0.22
H 1.633 -2.523 -0.440 -0.95 0.95 0.75
H -0.799 1.579 -1.391 -0.55 -0.49 -0.94
H 2.873 -0.290 -0.099 -2.00 -0.89 -0.98
H 0.460 2.793 -0.800 -1.88 -1.67 0.91
H 1.334 0.260 1.707 0.33 -0.03 0.52
H -0.894 -2.330 0.024 -0.31 0.15 -0.68
```
Positions in Å, forces in eV/Å.

Computed properties:
HOMO-LUMO gap = 7.119 eV
E_tot = -855.6667 Ha
Highest occupied orbital energy = -7.22 eV
ΔE to the lowest compared entry with this formula, charge and spin = 548.2 kJ/mol
Charge = 0
Max |F| = 5.57 eV/A

***

Density functional theory data (ωB97M-V with the def2-TZVPD basis set) for the molecule C5H12N2O4S.

The geometry in XYZ format:
```
24
Properties=species:S:1:pos:R:3:forces:R:3
S 0.324 -1.211 -1.531 0.21 -0.23 -0.45
O 0.357 -0.988 2.335 0.23 0.31 0.76
O -0.730 -1.135 -2.496 -0.32 -0.21 0.16
O 1.490 -0.399 -1.782 0.18 -0.32 0.11
O -0.138 -2.786 1.088 -0.34 -0.96 -0.03
N -0.225 0.914 0.254 -0.57 -2.34 -0.38
N 0.834 -2.762 -1.383 -0.30 0.67 -0.27
C 1.172 1.183 0.607 1.22 0.17 0.36
C -0.003 -1.602 1.346 -0.25 0.91 -0.90
C -0.594 1.608 -0.986 -0.22 0.58 -0.79
C -0.455 -0.682 0.057 0.96 0.75 0.50
C -1.110 1.331 1.352 -0.49 0.10 0.84
H 1.822 0.822 -0.190 -0.19 0.17 0.18
H -1.520 -0.823 -0.107 -0.06 0.18 0.03
H 1.814 -2.780 -1.143 0.18 0.07 0.11
H -0.967 2.393 1.557 0.09 -0.04 -0.17
H 1.403 0.664 1.536 -0.13 0.09 -0.13
H -0.598 2.685 -0.810 0.04 -0.08 0.11
H 1.308 2.256 0.736 -0.16 0.05 -0.05
H -0.863 0.745 2.240 0.02 0.10 -0.22
H -2.151 1.159 1.082 0.04 -0.02 -0.15
H 0.289 -3.256 -0.674 -0.08 -0.01 0.10
H 0.121 1.368 -1.770 -0.04 0.11 0.14
H -1.582 1.293 -1.319 0.00 -0.04 0.15
```
Positions in Å, forces in eV/Å.

Computed properties:
HOMO-LUMO gap = 9.923 eV
E_tot = -1006.3310 Ha
Structure (SMILES) = C[N+](C)(C)[C@H](C(=O)[O-])S(N)(=O)=O
Highest occupied orbital energy = -9.56 eV
ΔE to the lowest compared entry with this formula, charge and spin = 6.4 kJ/mol
Charge = 0
Max |F| = 2.44 eV/A

***

Density functional theory data (ωB97M-V with the def2-TZVPD basis set) for a structure of composition C5H12N2S.

The geometry in XYZ format:
```
20
Properties=species:S:1:pos:R:3:forces:R:3
S -1.743 -1.657 0.008 0.43 0.17 -0.36
N 0.605 1.347 -0.453 1.16 0.61 -0.04
N 3.242 -0.291 -0.008 1.00 0.91 -0.88
C -0.627 -0.245 0.226 0.57 -0.85 1.70
C 1.948 -0.540 0.560 -0.14 -0.71 0.45
C 0.815 -0.102 -0.345 -0.67 -1.30 1.07
C -1.704 2.068 0.347 -1.07 -0.41 -0.11
C -0.812 1.091 -0.361 -2.59 1.77 -3.05
H -1.267 2.401 1.282 -0.06 0.02 0.27
H -2.675 1.547 0.520 0.64 0.29 0.23
H 0.765 -0.513 -1.360 0.71 -0.24 0.10
H 1.822 -0.053 1.565 0.27 -0.08 -0.91
H -0.599 -0.077 1.333 0.15 -0.37 -0.63
H 0.978 1.840 0.359 -0.22 -0.21 0.00
H 1.993 -1.610 0.810 -0.88 0.07 -0.28
H -1.180 1.017 -1.465 0.35 -0.11 1.65
H 3.374 0.712 -0.096 0.19 0.05 0.08
H 3.251 -0.602 -0.990 0.01 -0.09 0.68
H -1.235 -2.092 -1.165 -0.14 0.15 0.15
H -1.980 2.922 -0.260 0.30 0.32 -0.12
```
Positions in Å, forces in eV/Å.

Computed properties:
HOMO-LUMO gap = 9.850 eV
E_tot = -705.3573 Ha
Highest occupied orbital energy = -8.97 eV
ΔE to the lowest compared entry with this formula, charge and spin = 93.3 kJ/mol
Charge = 0
Max |F| = 4.37 eV/A